Entry from the OMol25 dataset: a molecular structure, C18H43AsMnN4O4PS4 (wB97M-V/def2-TZVPD).

Structure (ORCA input):
```
! RIJCOSX wB97M-V def2-TZVPD def2/J DEFGRID3
* xyz 0 5
Mn -0.216 0.076 -0.065
S 2.065 3.430 1.575
As 1.485 2.779 -0.361
S 1.898 0.585 -0.655
S -0.723 2.262 -0.316
S 1.988 3.883 -2.022
C -5.029 -0.183 1.211
C -4.262 -1.440 0.815
C -4.454 -2.527 1.868
C -4.734 -1.948 -0.546
N -2.814 -1.147 0.842
N -2.362 -0.233 -0.159
H -6.083 -0.417 1.365
H -4.985 0.585 0.435
H -4.629 0.234 2.137
H -5.493 -2.853 1.899
H -4.179 -2.156 2.857
H -3.833 -3.398 1.642
H -5.785 -2.237 -0.502
H -4.151 -2.819 -0.848
H -4.648 -1.187 -1.324
H -2.282 -1.996 0.665
H -2.783 0.676 0.007
H -2.636 -0.534 -1.095
C 2.430 -3.675 1.898
C 1.326 -4.710 1.722
C 1.841 -5.922 0.961
C 0.775 -5.129 3.077
O 0.165 -4.151 1.034
P 0.202 -3.292 -0.331
O 1.397 -3.567 -1.139
O -0.085 -1.849 0.085
O -1.197 -3.692 -1.002
C -1.545 -4.967 -1.628
C -0.331 -5.747 -2.107
C -2.329 -5.759 -0.592
C -2.410 -4.600 -2.822
H 3.319 -4.159 2.307
H 2.122 -2.903 2.605
H 2.704 -3.213 0.950
H 2.659 -6.382 1.518
H 2.203 -5.628 -0.023
H 1.048 -6.663 0.850
H 1.572 -5.541 3.699
H -0.002 -5.885 2.959
H 0.342 -4.267 3.589
H 0.299 -6.064 -1.281
H 0.277 -5.153 -2.786
H -0.686 -6.639 -2.628
H -1.716 -5.937 0.291
H -2.639 -6.721 -1.005
H -3.225 -5.212 -0.291
H -1.842 -3.988 -3.523
H -3.296 -4.047 -2.512
H -2.739 -5.504 -3.338
C -0.196 -0.869 4.600
C -0.400 -1.038 3.078
N 0.180 0.106 2.370
C 1.644 0.089 2.526
C 2.024 -0.005 4.012
N 0.775 0.258 4.805
C 0.162 1.560 4.353
C -0.374 1.348 2.931
H 0.229 -1.753 5.074
H -1.111 -0.591 5.122
H -1.461 -1.093 2.845
H 0.068 -1.947 2.706
H 2.044 1.008 2.097
H 2.044 -0.753 1.969
H 2.751 0.756 4.293
H 2.388 -0.988 4.315
H 1.012 0.325 5.791
H 0.957 2.306 4.368
H -0.608 1.822 5.076
H -0.065 2.191 2.313
H -1.461 1.272 2.916
*
```

* highest occupied orbital energy (spin up / spin down): -6.920 / -6.937 eV

Results of the Mulliken charge analysis, in e, for atoms 1 through 4: number 1, Mn, carries -0.360; number 2, S, carries -0.496; number 3, As, carries 0.496; number 4, S, carries -0.379